# 1
{
  "formula": "C21H27BN6PtSe",
  "method": "the ωB97M-V functional and the def2-TZVPD basis",
  "species": ["Pt", "C", "C", "C", "C", "C", "N", "N", "B", "N", "N", "C", "C", "C", "C", "C", "N", "N", "C", "C", "C", "C", "C", "H", "H", "H", "H", "H", "H", "H", "H", "H", "H", "H", "H", "H", "H", "H", "H", "H", "H", "H", "H", "H", "H", "Se", "C", "C", "C", "C", "C", "C", "H", "H", "H", "H", "H"],
  "positions_angstrom": [[-0.01, 0.92, -0.65], [1.91, -1.26, -2.81], [0.62, -1.65, -2.12], [-0.13, -2.79, -2.48], [-1.14, -2.88, -1.52], [-2.14, -4.01, -1.26], [-1.05, -1.87, -0.70], [0.08, -1.07, -1.03], [-1.78, -1.43, 0.62], [-2.61, -0.10, 0.22], [-1.98, 0.80, -0.69], [-2.80, 1.83, -0.90], [-2.60, 3.04, -1.81], [-3.97, 1.59, -0.15], [-3.81, 0.37, 0.61], [-4.75, -0.29, 1.61], [-0.66, -0.89, 1.65], [-0.09, 0.36, 1.27], [0.69, 0.76, 2.23], [1.24, 2.13, 2.38], [0.64, -0.17, 3.24], [-0.26, -1.18, 2.87], [-0.62, -2.52, 3.51], [2.04, -1.90, -3.68], [2.78, -1.33, -2.12], [1.76, -0.20, -3.10], [-0.02, -3.49, -3.30], [-1.88, -4.90, -1.84], [-3.16, -3.73, -1.62], [-2.27, -4.23, -0.23], [-2.53, -2.26, 1.18], [-1.90, 2.78, -2.61], [-2.18, 3.88, -1.23], [-3.57, 3.33, -2.23], [-4.72, 2.37, 0.02], [-5.75, 0.03, 1.31], [-4.65, 0.07, 2.68], [-4.82, -1.35, 1.53], [0.49, 2.90, 2.27], [2.09, 2.43, 1.78], [1.63, 2.20, 3.46], [1.18, -0.09, 4.14], [-0.30, -2.61, 4.59], [-0.09, -3.30, 2.87], [-1.66, -2.75, 3.45], [1.30, 2.59, -1.64], [3.09, 2.07, -1.21], [4.06, 3.00, -1.57], [5.42, 2.83, -1.27], [5.82, 1.64, -0.66], [4.89, 0.66, -0.38], [3.54, 0.84, -0.61], [3.76, 4.02, -1.88], [6.05, 3.68, -1.43], [6.85, 1.41, -0.45], [5.16, -0.40, -0.05], [2.82, 0.10, -0.24]],
  "nbo_charge": [0.922, -0.655, 0.225, -0.374, 0.253, -0.646, -0.348, -0.399, 0.563, -0.330, -0.370, 0.206, -0.647, -0.366, 0.227, -0.654, -0.340, -0.365, 0.199, -0.647, -0.361, 0.230, -0.645, 0.225, 0.238, 0.250, 0.228, 0.228, 0.228, 0.230, -0.029, 0.240, 0.238, 0.230, 0.220, 0.231, 0.236, 0.233, 0.237, 0.246, 0.217, 0.219, 0.234, 0.231, 0.229, -0.244, -0.181, -0.250, -0.197, -0.245, -0.200, -0.265, 0.216, 0.212, 0.212, 0.210, 0.218],
  "spin_multiplicity": 3,
  "charge": 0,
  "s_squared": 2.0087
}

---

# 2
{
  "formula": "C21H27BeBrCl4F9N3O12P2SV",
  "method": "the ωB97M-V functional and the def2-TZVPD basis",
  "species": ["C", "O", "C", "C", "C", "P", "C", "O", "C", "O", "C", "N", "C", "S", "C", "O", "N", "C", "C", "O", "H", "H", "H", "H", "H", "H", "H", "H", "H", "H", "H", "H", "H", "H", "H", "H", "C", "Cl", "Cl", "Cl", "Cl", "Br", "O", "V", "O", "F", "Be", "F", "C", "C", "O", "N", "C", "H", "H", "H", "H", "H", "H", "H", "F", "F", "P", "F", "F", "F", "F", "F", "C", "C", "C", "O", "C", "C", "C", "O", "O", "O", "H", "H", "H", "H"],
  "positions_angstrom": [[-0.14, 2.44, 1.95], [0.70, 2.36, 0.82], [0.01, 2.41, -0.39], [-0.90, 1.19, -0.57], [-0.26, 0.01, -0.95], [1.58, -0.03, -1.28], [2.40, -0.94, 0.08], [1.84, -1.00, -2.63], [-1.07, -1.15, -1.07], [-0.57, -2.36, -1.43], [-2.45, -1.07, -0.85], [-3.29, -2.24, -0.98], [-3.92, -2.50, 0.08], [-4.82, -2.39, 1.32], [-3.02, 0.16, -0.51], [-4.33, 0.19, -0.35], [-2.25, 1.27, -0.36], [-2.94, 2.52, -0.01], [-3.39, 3.20, -1.35], [-4.73, 3.59, -1.31], [-0.88, 1.63, 2.04], [0.53, 2.36, 2.82], [-0.67, 3.40, 2.05], [0.77, 2.31, -1.18], [-0.49, 3.36, -0.59], [3.27, -1.48, -0.31], [2.80, -0.23, 0.81], [1.74, -1.61, 0.64], [1.21, -0.77, -3.32], [-0.02, -2.72, -0.72], [-4.59, 0.29, 0.74], [-3.79, 2.37, 0.66], [-2.28, 3.24, 0.48], [-2.70, 4.01, -1.61], [-3.28, 2.44, -2.15], [-4.78, 4.38, -1.86], [-6.60, 6.83, -2.67], [-6.43, 7.00, -0.91], [-5.08, 6.17, -3.31], [-7.95, 5.73, -3.01], [-6.91, 8.43, -3.35], [-6.22, 1.10, 1.17], [-1.70, 4.26, 4.10], [-0.47, 5.00, 5.13], [0.71, 5.66, 6.08], [-6.99, 6.33, -5.16], [-4.26, -2.10, -2.93], [-3.18, 5.37, 4.56], [3.28, -2.67, 3.91], [1.91, -2.15, 3.57], [1.75, -1.22, 2.79], [0.84, -2.75, 4.16], [0.83, -3.85, 5.10], [4.03, -2.10, 3.37], [3.47, -2.57, 4.98], [3.37, -3.72, 3.62], [-0.05, -2.35, 3.89], [0.26, -4.68, 4.68], [0.36, -3.53, 6.03], [1.84, -4.20, 5.31], [-5.08, -0.86, -4.97], [3.88, 4.36, 1.27], [4.36, 3.13, 0.28], [5.78, 3.53, 1.00], [2.82, 2.57, 0.47], [3.73, 4.04, -0.95], [4.64, 1.60, 0.87], [5.29, 2.65, -0.99], [3.53, -5.29, -1.21], [2.77, -4.45, -1.93], [2.91, -4.36, -3.42], [2.19, -3.60, -4.03], [3.93, -5.18, -4.07], [4.69, -6.01, -3.34], [4.53, -6.13, -1.86], [5.23, -6.91, -1.25], [5.63, -6.78, -3.89], [1.85, -3.67, -1.37], [3.44, -5.37, -0.13], [4.04, -5.09, -5.14], [6.03, -7.28, -3.15], [1.45, -3.16, -2.11]],
  "mulliken_charge": [-0.692, 0.016, -1.947, -0.017, 0.184, 0.308, -0.796, -0.483, 1.016, -0.596, 1.132, -1.239, 0.526, -0.136, 0.240, -0.421, 0.193, -0.362, -0.347, -0.226, 0.259, 0.315, 0.362, 0.695, 0.317, 0.368, 0.432, 0.154, 0.281, 0.280, 0.092, 0.360, 0.175, 0.512, 0.154, 0.013, 0.339, -0.124, -0.156, -0.056, -0.082, -0.584, -0.564, 1.637, -0.736, -0.693, 0.854, -0.348, -1.375, 0.707, -0.515, -0.128, -0.905, 0.282, 0.392, 0.380, 0.218, 0.285, 0.299, 0.347, -0.574, -0.360, 0.861, -0.334, -0.150, -0.353, -0.360, -0.339, -0.764, 0.032, 1.047, -0.567, -1.091, 0.345, 0.969, -0.620, -0.571, -0.285, 0.492, 0.427, 0.356, 0.241],
  "charge": -1
}

---

# 3
{
  "formula": "C21H27ClN6O3",
  "method": "the ωB97M-V functional and the def2-TZVPD basis",
  "species": ["C", "H", "O", "C", "C", "N", "C", "N", "C", "C", "C", "O", "N", "C", "O", "N", "C", "H", "H", "H", "C", "H", "H", "H", "C", "N", "C", "C", "N", "C", "C", "C", "C", "C", "C", "H", "H", "H", "Cl", "H", "C", "H", "C", "H", "H", "H", "H", "H", "H", "H", "H", "H", "H", "H", "H", "H", "H", "H"],
  "positions_angstrom": [[-4.06, -3.97, 0.29], [-3.29, -4.58, -0.42], [-3.37, -2.64, 0.51], [-2.27, -2.90, 1.23], [-1.72, -1.64, 1.33], [-1.30, -1.00, 0.30], [-1.98, -0.36, -0.56], [-1.15, 0.00, -1.91], [0.01, -0.56, -1.58], [0.06, -1.21, -0.24], [1.10, -1.60, 0.38], [1.11, -2.23, 1.35], [2.28, -1.94, -0.60], [2.35, -1.12, -1.73], [3.33, -1.25, -2.56], [1.10, -0.68, -2.14], [1.22, -0.24, -3.54], [0.13, 0.17, -3.75], [1.65, -0.72, -4.37], [1.82, 0.83, -3.51], [3.44, -2.33, -0.04], [4.17, -2.06, -0.51], [3.34, -3.28, 0.27], [3.65, -1.80, 1.18], [-3.30, 0.44, -0.89], [-3.37, 1.71, -0.38], [-3.28, 1.92, 1.00], [-1.78, 2.33, 1.44], [-1.05, 2.48, 0.47], [0.39, 2.12, 0.38], [1.00, 1.73, 1.38], [2.27, 1.19, 1.24], [3.09, 1.39, 0.24], [2.42, 1.78, -0.91], [1.09, 2.22, -0.86], [0.72, 2.88, -1.73], [3.04, 2.04, -1.97], [4.09, 1.06, 0.45], [3.01, 0.57, 2.80], [0.35, 1.64, 2.47], [-1.55, 3.28, -0.45], [-2.19, 4.30, 0.16], [-2.86, 2.53, -1.27], [-2.39, 1.84, -2.08], [-3.59, 3.34, -1.79], [-0.77, 3.67, -1.36], [-1.64, 2.80, 2.33], [-1.38, 1.05, 1.90], [-3.82, 1.52, 1.54], [-3.87, 3.16, 1.14], [-3.83, -0.24, 0.05], [-3.74, 0.13, -1.67], [-2.33, -0.76, 1.80], [-0.84, -1.63, 2.27], [-1.49, -3.55, 0.83], [-2.48, -3.24, 2.44], [-4.39, -4.60, 1.04], [-5.10, -3.74, -0.29]],
  "nbo_charge": [-0.272, 0.187, -0.536, -0.090, -0.233, -0.357, 0.536, -0.593, 0.517, -0.177, 0.594, -0.611, -0.445, 0.784, -0.650, -0.466, -0.418, 0.227, 0.242, 0.194, -0.337, 0.199, 0.206, 0.147, -0.167, -0.500, -0.084, -0.081, -0.559, 0.123, -0.226, 0.044, -0.300, -0.188, -0.248, 0.239, 0.244, 0.259, -0.055, 0.248, -0.172, 0.153, -0.199, 0.238, 0.171, 0.229, 0.180, 0.090, 0.154, 0.125, 0.178, 0.210, 0.218, 0.269, 0.199, 0.169, 0.189, 0.202],
  "de_lowest_kcal_mol": 538.70,
  "charge": 0
}

---

# 4
{
  "formula": "C21H27ErNO2P2",
  "method": "the ωB97M-V functional and the def2-TZVPD basis",
  "species": ["C", "C", "C", "C", "C", "C", "C", "C", "C", "C", "C", "C", "C", "H", "H", "H", "H", "H", "H", "H", "N", "Er", "C", "H", "H", "C", "H", "H", "P", "P", "C", "H", "H", "H", "C", "H", "H", "H", "C", "H", "H", "H", "C", "H", "H", "H", "C", "O", "H", "C", "O", "H", "H", "H"],
  "positions_angstrom": [[0.83, -3.94, -0.23], [0.46, -2.64, -0.63], [-0.52, -1.98, 0.16], [-1.17, -2.69, 1.19], [-0.74, -3.94, 1.62], [0.28, -4.60, 0.88], [-2.01, -1.83, 2.03], [-2.85, -0.89, 1.23], [-2.10, -0.26, 0.21], [-2.68, 0.87, -0.46], [-3.82, 1.47, 0.05], [-4.51, 0.87, 1.14], [-4.10, -0.37, 1.61], [1.58, -4.48, -0.84], [-1.11, -4.37, 2.56], [0.56, -5.60, 1.18], [-2.62, -2.32, 2.80], [-4.19, 2.43, -0.35], [-5.34, 1.42, 1.63], [-4.71, -0.91, 2.37], [-0.80, -0.61, -0.04], [0.93, 0.82, 0.76], [1.24, -1.91, -1.72], [0.48, -1.39, -2.34], [1.85, -2.65, -2.31], [-1.99, 1.52, -1.64], [-1.63, 0.80, -2.39], [-2.61, 2.28, -2.17], [2.36, -0.61, -1.05], [-0.49, 2.48, -1.00], [-1.35, 3.88, -0.21], [-0.58, 4.60, 0.13], [-2.02, 4.35, -0.94], [-1.94, 3.55, 0.66], [0.15, 3.18, -2.55], [-0.66, 3.76, -3.03], [0.99, 3.84, -2.28], [0.48, 2.37, -3.21], [3.66, -1.63, -0.22], [4.26, -2.20, -0.96], [4.30, -0.95, 0.38], [3.20, -2.33, 0.50], [3.10, 0.04, -2.55], [3.81, 0.82, -2.28], [3.57, -0.75, -3.16], [2.31, 0.54, -3.12], [-0.75, -1.06, 2.95], [-0.11, -0.02, 2.73], [-0.88, -1.42, 4.01], [3.60, 2.51, 1.80], [2.68, 1.67, 1.19], [4.63, 2.26, 1.48], [3.59, 2.46, 2.90], [3.40, 3.54, 1.53]],
  "nbo_charge": [-0.189, -0.060, 0.130, -0.031, -0.207, -0.235, -0.291, -0.102, 0.176, -0.086, -0.187, -0.240, -0.171, 0.218, 0.223, 0.232, 0.241, 0.219, 0.231, 0.224, -0.846, 2.004, -0.721, 0.255, 0.245, -0.669, 0.250, 0.239, 0.784, 0.746, -0.937, 0.249, 0.243, 0.259, -0.923, 0.248, 0.251, 0.245, -0.934, 0.248, 0.256, 0.258, -0.932, 0.257, 0.254, 0.243, 0.530, -0.658, 0.163, -0.230, -0.980, 0.172, 0.171, 0.167],
  "de_lowest_kcal_mol": 0.00,
  "spin_multiplicity": 4,
  "charge": 1,
  "s_squared": 3.7530
}

---

In the order shown, the computed calculated total energy values come out to -3690.54227; -9236.35594; -1830.09272; -2719.26373 hartree.